{
  "formula": "C6H6NO2P",
  "method": "wB97M-V/def2-TZVPD",
  "elements": ["C", "C", "C", "C", "C", "C", "N", "O", "O", "P", "H", "H", "H", "H", "H", "H"],
  "xyz": [[-0.948, -1.042, -0.466], [-0.465, 0.833, 0.977], [-2.277, -0.581, -0.508], [-1.769, 1.185, 0.829], [-0.005, -0.323, 0.235], [1.389, -0.841, 0.302], [-2.658, 0.530, 0.032], [1.703, -2.160, 0.374], [2.184, 1.293, -0.973], [2.742, 0.386, 0.355], [-0.581, -1.905, -0.916], [0.209, 1.392, 1.558], [-2.943, -1.063, -1.092], [-2.096, 2.019, 1.223], [1.805, 0.670, -1.553], [3.712, -0.393, -0.378]],
  "relative_energy_kj_mol": 87.10,
  "largest_force_ev_per_a": 4.98,
  "molar_mass_g_mol": 155.1,
  "s2": 2.0183,
  "homo_energy_ev": [-7.5, -10.0],
  "spin_multiplicity": 3
}


{
  "formula": "C6H12F6O8S2Sn",
  "method": "wB97M-V/def2-TZVPD",
  "elements": ["Sn", "C", "F", "F", "F", "S", "O", "O", "O", "C", "F", "F", "F", "S", "O", "O", "O", "C", "C", "O", "H", "H", "H", "H", "H", "H", "C", "C", "O", "H", "H", "H", "H", "H", "H"],
  "xyz": [[0.642, 1.187, 0.053], [-0.839, -3.185, -2.900], [-1.285, -3.857, -3.948], [-1.682, -3.307, -1.865], [0.331, -3.793, -2.583], [-0.528, -1.296, -3.223], [-1.722, -0.849, -3.885], [-0.263, -0.772, -1.869], [0.661, -1.338, -4.043], [-0.862, 5.210, -2.685], [-1.805, 5.713, -3.450], [0.220, 5.996, -2.817], [-1.221, 5.288, -1.386], [-0.476, 3.357, -3.188], [0.474, 2.876, -2.156], [-1.790, 2.773, -3.109], [0.062, 3.319, -4.539], [0.095, -0.107, 4.964], [0.424, 1.188, 4.247], [-0.093, 1.148, 2.913], [0.701, -0.945, 4.603], [-0.888, -0.508, 4.710], [0.321, -0.016, 6.025], [1.488, 1.406, 4.297], [-0.123, 1.946, 4.812], [-0.953, 0.716, 2.937], [0.068, -2.721, 0.792], [1.569, -2.643, 0.807], [1.977, -1.270, 0.941], [-0.362, -2.223, 1.669], [-0.499, -3.637, 0.649], [-0.336, -2.040, 0.034], [2.027, -3.116, -0.063], [1.963, -3.152, 1.690], [2.706, -1.346, 1.563]],
  "relative_energy_kj_mol": 0.00,
  "largest_force_ev_per_a": 2.96,
  "molar_mass_g_mol": 509.0,
  "homo_energy_ev": -9.5
}